Molecular formula: C68H112N8O32
Method: DFT, the ωB97M-V functional and the def2-TZVPD basis

Bonds (Å) are listed after each position.
Atoms and positions in Å:
1 C -13.56 -31.63 -1.26  C2 1.553, H7 1.090, H8 1.090, H9 1.090
2 C -12.29 -31.79 -2.13  C1 1.553, C3 1.547, N6 1.454, H10 1.090
3 C -11.03 -31.15 -1.50  C2 1.547, O4 1.380, H11 1.090, H12 1.090
4 O -11.39 -29.89 -1.08  C3 1.380, C5 1.416
5 C -10.50 -29.11 -0.31  O4 1.416, H13 1.090, H14 1.090, H15 1.090
6 N -12.14 -33.22 -2.35  C2 1.454, H16 1.010, H17 1.010
7 H -13.36 -31.84 -0.21  C1 1.090
8 H -14.41 -32.25 -1.53  C1 1.090
9 H -13.94 -30.61 -1.23  C1 1.090
10 H -12.47 -31.38 -3.13  C2 1.090
11 H -10.27 -31.12 -2.28  C3 1.090
12 H -10.59 -31.71 -0.67  C3 1.090
13 H -9.62 -28.95 -0.94  C5 1.090
14 H -10.28 -29.54 0.67  C5 1.090
15 H -11.00 -28.15 -0.26  C5 1.090
16 H -11.31 -33.32 -2.91  N6 1.010
17 H -12.82 -33.52 -3.03  N6 1.010
18 C -2.91 -33.18 0.90  C19 1.568, H24 1.090, H25 1.090, H26 1.090
19 C -1.51 -33.66 0.38  C18 1.568, C20 1.577, N23 1.438, H27 1.090
20 C -0.46 -32.50 0.24  C19 1.577, O21 1.370, H28 1.090, H29 1.090
21 O -0.45 -31.68 1.35  C20 1.370, C22 1.441
22 C 0.51 -30.61 1.30  O21 1.441, H30 1.090, H31 1.090, H32 1.090
23 N -1.17 -34.49 1.50  C19 1.438, H33 1.010, H34 1.010
24 H -2.77 -32.78 1.90  C18 1.090
25 H -3.64 -34.00 0.92  C18 1.090
26 H -3.19 -32.45 0.14  C18 1.090
27 H -1.64 -34.26 -0.53  C19 1.090
28 H -0.77 -31.91 -0.62  C20 1.090
29 H 0.51 -32.89 -0.08  C20 1.090
30 H 1.42 -30.96 0.81  C22 1.090
31 H 0.80 -30.39 2.33  C22 1.090
32 H 0.13 -29.68 0.88  C22 1.090
33 H -0.30 -34.98 1.35  N23 1.010
34 H -0.77 -33.84 2.16  N23 1.010
35 C -5.87 -19.16 0.74  C36 1.533, H41 1.090, H42 1.090, H43 1.090
36 C -5.65 -19.20 2.26  C35 1.533, C37 1.604, N40 1.473, H44 1.090
37 C -6.80 -20.14 2.86  C36 1.604, O38 1.420, H45 1.090, H46 1.090
38 O -8.04 -19.60 2.44  C37 1.420, C39 1.441
39 C -9.21 -20.37 2.77  O38 1.441, H47 1.090, H48 1.090, H49 1.090
40 N -4.38 -19.91 2.50  C36 1.473, H50 1.010, H51 1.010
41 H -6.87 -18.84 0.48  C35 1.090
42 H -5.85 -20.17 0.34  C35 1.090
43 H -5.08 -18.62 0.22  C35 1.090
44 H -5.64 -18.22 2.75  C36 1.090
45 H -6.60 -20.11 3.94  C37 1.090
46 H -6.59 -21.12 2.44  C37 1.090
47 H -9.55 -20.17 3.79  C39 1.090
48 H -9.08 -21.44 2.60  C39 1.090
49 H -9.97 -19.94 2.12  C39 1.090
50 H -4.24 -19.58 3.44  N40 1.010
51 H -3.72 -19.32 2.00  N40 1.010
52 C -16.67 -16.20 -2.68  C53 1.554, H58 1.090, H59 1.090, H60 1.090
53 C -16.01 -17.60 -2.80  C52 1.554, C54 1.573, N57 1.487, H61 1.090
54 C -14.46 -17.53 -2.51  C53 1.573, O55 1.443, H62 1.090, H63 1.090
55 O -14.07 -18.91 -2.50  C54 1.443, C56 1.420
56 C -12.68 -19.15 -2.41  O55 1.420, H64 1.090, H65 1.090, H66 1.090
57 N -16.68 -18.44 -1.77  C53 1.487, H67 1.010, H68 1.010
58 H -16.21 -15.66 -1.85  C52 1.090
59 H -17.76 -16.17 -2.64  C52 1.090
60 H -16.39 -15.70 -3.61  C52 1.090
61 H -16.20 -17.97 -3.81  C53 1.090
62 H -14.13 -17.18 -1.53  C54 1.090
63 H -13.90 -17.13 -3.36  C54 1.090
64 H -12.27 -19.23 -3.42  C56 1.090
65 H -12.49 -20.11 -1.94  C56 1.090
66 H -12.18 -18.45 -1.74  C56 1.090
67 H -16.63 -17.95 -0.89  N57 1.010
68 H -15.90 -19.07 -1.75  N57 1.010
69 C -8.05 -38.69 -2.84  C70 1.459, H75 1.090, H76 1.090, H77 1.090
70 C -7.51 -38.30 -4.14  C69 1.459, C71 1.554, N74 1.471, H78 1.090
71 C -7.63 -39.36 -5.26  C70 1.554, O72 1.451, H79 1.090, H80 1.090
72 O -6.67 -39.13 -6.32  C71 1.451, C73 1.405
73 C -6.75 -40.12 -7.31  O72 1.405, H81 1.090, H82 1.090, H83 1.090
74 N -7.80 -36.88 -4.42  C70 1.471, H84 1.010, H85 1.010
75 H -9.04 -39.11 -2.98  C69 1.090
76 H -8.22 -37.82 -2.20  C69 1.090
77 H -7.54 -39.49 -2.30  C69 1.090
78 H -6.44 -38.24 -3.89  C70 1.090
79 H -8.69 -39.42 -5.53  C71 1.090
80 H -7.45 -40.30 -4.74  C71 1.090
81 H -5.99 -39.87 -8.06  C73 1.090
82 H -7.74 -40.18 -7.76  C73 1.090
83 H -6.54 -41.15 -7.01  C73 1.090
84 H -7.22 -36.35 -3.79  N74 1.010
85 H -7.59 -36.58 -5.36  N74 1.010
86 C 1.97 -22.86 -5.00  C87 1.553, H92 1.090, H93 1.090, H94 1.090
87 C 1.11 -22.29 -3.84  C86 1.553, C88 1.603, N91 1.472, H95 1.090
88 C 0.31 -23.42 -3.03  C87 1.603, O89 1.479, H96 1.090, H97 1.090
89 O -0.57 -24.07 -4.04  C88 1.479, C90 1.432
90 C -1.42 -24.99 -3.34  O89 1.432, H98 1.090, H99 1.090, H100 1.090
91 N 1.90 -21.48 -2.91  C87 1.472, H101 1.010, H102 1.010
92 H 1.36 -23.02 -5.88  C86 1.090
93 H 2.64 -23.70 -4.82  C86 1.090
94 H 2.60 -22.02 -5.31  C86 1.090
95 H 0.40 -21.60 -4.27  C87 1.090
96 H -0.26 -22.92 -2.25  C88 1.090
97 H 0.92 -24.17 -2.52  C88 1.090
98 H -1.98 -24.61 -2.48  C90 1.090
99 H -0.75 -25.82 -3.14  C90 1.090
100 H -2.13 -25.53 -3.96  C90 1.090
101 H 2.45 -20.82 -3.46  N91 1.010
102 H 2.58 -22.03 -2.40  N91 1.010
103 C -10.66 -34.39 5.99  C104 1.550, H109 1.090, H110 1.090, H111 1.090
104 C -11.99 -33.66 6.29  C103 1.550, C105 1.566, N108 1.456, H112 1.090
105 C -12.19 -33.43 7.83  C104 1.566, O106 1.379, H113 1.090, H114 1.090
106 O -12.38 -34.65 8.43  C105 1.379, C107 1.415
107 C -12.59 -34.61 9.83  O106 1.415, H115 1.090, H116 1.090, H117 1.090
108 N -11.90 -32.37 5.61  C104 1.456, H118 1.010, H119 1.010
109 H -9.78 -33.78 6.23  C103 1.090
110 H -10.57 -34.54 4.91  C103 1.090
111 H -10.69 -35.28 6.61  C103 1.090
112 H -12.84 -34.23 5.91  C104 1.090
113 H -13.12 -32.88 7.94  C105 1.090
114 H -11.32 -32.85 8.15  C105 1.090
115 H -12.88 -35.62 10.12  C107 1.090
116 H -13.31 -33.90 10.24  C107 1.090
117 H -11.67 -34.30 10.33  C107 1.090
118 H -11.53 -32.52 4.68  N108 1.010
119 H -12.87 -32.13 5.47  N108 1.010
120 C -10.83 -25.45 -7.35  C121 1.556, H126 1.090, H127 1.090, H128 1.090
121 C -9.45 -26.07 -6.96  C120 1.556, C122 1.547, N125 1.480, H129 1.090
122 C -9.39 -27.52 -7.49  C121 1.547, O123 1.444, H130 1.090, H131 1.090
123 O -8.05 -27.97 -7.21  C122 1.444, C124 1.402
124 C -7.85 -29.28 -7.65  O123 1.402, H132 1.090, H133 1.090, H134 1.090
125 N -8.39 -25.19 -7.49  C121 1.480, H135 1.010, H136 1.010
126 H -10.94 -24.56 -6.73  C120 1.090
127 H -11.64 -26.14 -7.12  C120 1.090
128 H -10.80 -25.25 -8.42  C120 1.090
129 H -9.42 -26.04 -5.87  C121 1.090
130 H -9.64 -27.47 -8.55  C122 1.090
131 H -10.10 -28.10 -6.89  C122 1.090
132 H -7.94 -29.25 -8.74  C124 1.090
133 H -8.45 -30.07 -7.20  C124 1.090
134 H -6.76 -29.38 -7.62  C124 1.090
135 H -7.64 -25.84 -7.31  N125 1.010
136 H -8.58 -25.25 -8.48  N125 1.010
137 C -13.64 -24.57 8.46  C138 1.322, C143 1.476, H147 1.080
138 C -13.12 -23.59 9.18  C137 1.322, C139 1.498, O146 1.353
139 C -11.65 -23.39 9.38  C138 1.498, O140 1.162, C141 1.497
140 O -11.11 -22.56 9.97  C139 1.162
141 C -10.81 -24.33 8.58  C139 1.497, C142 1.375, H148 1.080
142 C -11.34 -25.42 7.93  C141 1.375, C143 1.546, O145 1.356
143 C -12.86 -25.72 7.95  C137 1.476, C142 1.546, O144 1.219
144 O -13.44 -26.73 7.59  C143 1.219
145 O -10.58 -26.28 7.21  C142 1.356, H149 0.960
146 O -13.90 -22.66 9.78  C138 1.353, H150 0.960
147 H -14.69 -24.54 8.24  C137 1.080
148 H -9.73 -24.26 8.67  C141 1.080
149 H -11.03 -27.07 6.92  O145 0.960
150 H -13.53 -22.34 10.60  O146 0.960
151 C -14.05 -39.00 -11.33  C152 1.342, C157 1.463, H161 1.080
152 C -14.78 -39.49 -10.31  C151 1.342, C153 1.523, O160 1.377
153 C -15.88 -40.51 -10.53  C152 1.523, O154 1.246, C155 1.426
154 O -16.46 -41.12 -9.61  C153 1.246
155 C -16.09 -40.80 -11.91  C153 1.426, C156 1.331, H162 1.080
156 C -15.41 -40.30 -12.94  C155 1.331, C157 1.505, O159 1.381
157 C -14.20 -39.43 -12.72  C151 1.463, C156 1.505, O158 1.216
158 O -13.54 -39.08 -13.68  C157 1.216
159 O -15.75 -40.63 -14.24  C156 1.381, H163 0.960
160 O -14.71 -39.10 -8.99  C152 1.377, H164 0.960
161 H -13.27 -38.27 -11.21  C151 1.080
162 H -16.91 -41.46 -12.19  C155 1.080
163 H -15.11 -40.26 -14.85  O159 0.960
164 H -15.44 -39.47 -8.48  O160 0.960
165 C -17.14 -30.96 -12.34  C166 1.348, C171 1.472, H175 1.080
166 C -17.52 -30.66 -13.60  C165 1.348, C167 1.476, O174 1.376
167 C -16.59 -30.52 -14.74  C166 1.476, O168 1.260, C169 1.434
168 O -16.88 -30.28 -15.94  C167 1.260
169 C -15.28 -30.98 -14.38  C167 1.434, C170 1.346, H176 1.080
170 C -14.90 -31.37 -13.15  C169 1.346, C171 1.496, O173 1.340
171 C -15.76 -31.28 -11.93  C165 1.472, C170 1.496, O172 1.192
172 O -15.44 -31.20 -10.78  C171 1.192
173 O -13.68 -31.85 -12.86  C170 1.340, H177 0.960
174 O -18.85 -30.56 -13.90  C166 1.376, H178 0.960
175 H -17.98 -30.94 -11.67  C165 1.080
176 H -14.59 -31.01 -15.20  C169 1.080
177 H -13.29 -32.14 -13.69  O173 0.960
178 H -18.93 -30.24 -14.80  O174 0.960
179 C -19.67 -36.16 4.27  C180 1.360, C185 1.439, H189 1.080
180 C -19.37 -35.00 4.91  C179 1.360, C181 1.528, O188 1.348
181 C -19.36 -33.67 4.16  C180 1.528, O182 1.214, C183 1.471
182 O -19.12 -32.61 4.70  C181 1.214
183 C -19.65 -33.85 2.73  C181 1.471, C184 1.327, H190 1.080
184 C -20.03 -35.00 2.21  C183 1.327, C185 1.419, O187 1.387
185 C -20.08 -36.24 2.89  C179 1.439, C184 1.419, O186 1.212
186 O -20.54 -37.30 2.50  C185 1.212
187 O -20.40 -34.98 0.87  C184 1.387, H191 0.960
188 O -19.11 -34.89 6.23  C180 1.348, H192 0.960
189 H -19.74 -37.03 4.91  C179 1.080
190 H -19.63 -32.97 2.10  C183 1.080
191 H -20.66 -35.86 0.59  O187 0.960
192 H -19.10 -33.97 6.50  O188 0.960
193 C -14.91 -40.07 2.84  C194 1.340, C199 1.449, H203 1.080
194 C -14.71 -39.69 1.56  C193 1.340, C195 1.483, O202 1.378
195 C -15.35 -40.38 0.42  C194 1.483, O196 1.228, C197 1.468
196 O -15.22 -40.00 -0.74  C195 1.228
197 C -16.16 -41.54 0.80  C195 1.468, C198 1.393, H204 1.080
198 C -16.29 -41.91 2.14  C197 1.393, C199 1.496, O201 1.374
199 C -15.80 -41.11 3.30  C193 1.449, C198 1.496, O200 1.266
200 O -16.01 -41.34 4.53  C199 1.266
201 O -16.91 -43.06 2.55  C198 1.374, H205 0.960
202 O -13.96 -38.57 1.28  C194 1.378, H206 0.960
203 H -14.29 -39.48 3.50  C193 1.080
204 H -16.64 -42.07 -0.01  C197 1.080
205 H -16.89 -42.86 3.49  O201 0.960
206 H -14.00 -38.34 0.35  O202 0.960
207 C -18.29 -24.99 -2.00  C208 1.361, C213 1.451, H217 1.080
208 C -17.12 -25.22 -1.33  C207 1.361, C209 1.422, O216 1.392
209 C -16.97 -25.14 0.08  C208 1.422, O210 1.249, C211 1.435
210 O -15.97 -25.41 0.77  C209 1.249
211 C -18.17 -24.73 0.75  C209 1.435, C212 1.381, H218 1.080
212 C -19.37 -24.49 0.11  C211 1.381, C213 1.482, O215 1.376
213 C -19.53 -24.59 -1.36  C207 1.451, C212 1.482, O214 1.268
214 O -20.62 -24.40 -1.97  C213 1.268
215 O -20.41 -24.14 0.93  C212 1.376, H219 0.960
216 O -15.96 -25.67 -1.97  C208 1.392, H220 0.960
217 H -18.11 -25.12 -3.06  C207 1.080
218 H -18.05 -24.57 1.81  C211 1.080
219 H -21.14 -23.87 0.38  O215 0.960
220 H -15.44 -26.05 -1.25  O216 0.960

highest occupied orbital energy	-8.962	eV
DFT total energy	-149755.4166	eV
E_LUMO	-2.1	eV
strongest force on any atom	0.1129	hartree/bohr